216
Properties=species:S:1:pos:R:3:forces:R:3:lowdin_charge:R:1 method="wB97M-V/def2-TZVPD" charge=+1 homo_ev=-9.77 gap_ev=1.64
Tl 17.499 -29.285 10.792 -0.13 -0.56 -0.47 0.96
N 16.194 -27.946 7.399 2.53 2.62 0.18 -0.66
O 17.209 -27.293 7.082 0.50 -0.84 0.05 0.04
O 15.138 -27.554 7.035 -3.54 0.54 -1.50 0.08
O 16.256 -28.873 8.188 0.83 -2.50 1.66 -0.14
Cl 16.337 -32.344 11.196 -0.34 -0.06 0.07 -0.09
C 15.345 -34.446 5.084 0.47 0.02 -0.37 -0.01
C 14.275 -33.811 4.143 -0.88 -0.33 -0.72 -0.41
C 12.881 -33.618 4.777 -0.51 0.57 1.29 -0.13
C 12.715 -32.386 5.700 0.77 -1.94 0.42 -0.21
C 13.136 -31.175 5.022 -0.44 0.98 -1.43 -0.16
C 14.504 -31.264 4.326 2.85 0.89 -0.17 -0.40
N 14.664 -32.471 3.493 -3.50 -2.10 2.79 -0.11
O 15.783 -32.575 2.749 1.28 0.17 -0.37 0.02
C 14.623 -30.076 3.303 0.23 0.08 0.80 -0.01
C 15.717 -31.160 5.413 -0.60 0.47 0.07 0.00
C 13.999 -34.861 2.994 0.58 1.47 -0.15 -0.04
H 16.061 -33.725 5.478 -0.07 -0.06 -0.12 0.06
H 15.883 -35.215 4.530 0.39 0.33 -0.30 0.07
H 15.003 -35.050 5.924 -0.83 0.42 0.20 0.06
H 12.160 -33.665 3.962 -0.20 0.41 0.11 0.12
H 12.603 -34.396 5.488 0.40 -0.88 -0.52 0.10
H 13.378 -32.550 6.549 0.32 -0.16 0.25 0.09
H 11.746 -32.292 6.190 -0.34 -0.13 -0.50 0.12
H 12.962 -30.355 5.719 0.93 0.54 -0.28 0.13
H 12.435 -31.004 4.205 -0.22 0.14 -0.14 0.12
H 13.642 -29.811 2.908 -0.05 0.15 0.29 0.08
H 15.090 -29.256 3.848 -0.40 0.35 -0.17 0.08
H 15.243 -30.224 2.419 0.21 -0.53 0.33 0.08
H 15.761 -30.158 5.841 -0.21 0.30 -0.37 0.05
H 15.632 -31.750 6.325 -0.63 -0.51 -0.17 0.06
H 16.731 -31.372 5.074 -0.21 -0.04 -0.73 0.08
H 13.347 -34.466 2.215 -0.30 0.38 0.22 0.08
H 13.491 -35.750 3.368 0.58 -0.16 0.13 0.09
H 14.940 -35.003 2.461 0.05 -0.82 0.25 0.07
H 15.417 -32.669 1.866 0.36 0.02 -0.46 0.12
C 19.547 -31.961 15.346 -0.04 -0.45 0.01 -0.04
C 20.387 -31.130 16.303 -0.33 1.87 1.09 -0.47
C 19.405 -30.173 17.126 0.82 0.90 -0.39 -0.11
C 19.930 -29.574 18.431 0.70 -0.08 -0.70 -0.22
C 20.563 -30.605 19.295 -0.46 -1.13 -0.02 -0.15
C 21.601 -31.545 18.547 -0.15 0.41 0.49 -0.44
N 21.035 -32.038 17.256 -1.33 1.26 1.27 -0.13
O 21.817 -33.058 16.673 0.10 0.47 -0.08 -0.02
C 22.960 -30.791 18.529 0.42 -0.72 -0.29 -0.04
C 21.793 -32.843 19.390 -0.58 0.64 0.04 -0.04
C 21.440 -30.248 15.563 -0.13 -1.39 -0.17 -0.01
H 18.786 -31.477 14.733 0.47 0.80 -0.14 0.08
H 18.916 -32.627 15.934 0.36 -0.46 0.16 0.08
H 20.228 -32.514 14.698 -0.26 -0.26 -0.10 0.07
H 19.280 -29.252 16.557 -0.29 -0.26 -0.86 0.11
H 18.398 -30.558 17.287 0.14 -0.58 -0.04 0.11
H 19.143 -29.011 18.933 -0.16 -0.25 0.15 0.12
H 20.723 -28.837 18.306 -0.03 0.30 -0.83 0.10
H 19.745 -31.208 19.689 0.14 -0.41 0.29 0.12
H 20.997 -30.016 20.102 0.54 -0.76 0.35 0.12
H 23.456 -30.965 19.484 0.01 -0.16 0.07 0.08
H 23.584 -31.244 17.758 0.19 0.01 -0.02 0.08
H 23.024 -29.710 18.410 -0.74 0.05 -0.31 0.07
H 21.559 -32.554 20.415 0.62 -0.27 0.24 0.08
H 21.035 -33.585 19.141 -0.20 0.06 -0.12 0.08
H 22.760 -33.330 19.265 0.08 0.32 0.20 0.09
H 21.932 -29.474 16.153 -0.48 0.13 0.07 0.08
H 21.030 -29.893 14.617 0.06 0.39 0.15 0.06
H 22.227 -30.961 15.319 0.26 0.06 -0.33 0.08
H 21.407 -33.804 17.116 0.24 -0.54 -0.31 0.09
C 14.993 -38.116 11.176 -0.16 -1.07 0.15 0.01
C 15.257 -37.044 10.121 0.78 1.39 -1.37 -0.44
C 14.967 -37.577 8.688 0.40 -1.79 0.32 -0.12
C 13.491 -37.788 8.286 3.35 -1.20 -0.10 -0.19
C 12.865 -36.505 8.405 -1.65 1.10 0.41 -0.19
C 13.032 -35.761 9.757 -0.14 0.63 -1.56 -0.41
N 14.409 -35.860 10.295 0.04 -0.56 -0.08 -0.02
O 14.692 -35.204 11.464 -1.91 -1.18 -0.22 0.01
C 12.801 -34.271 9.317 -0.19 0.19 1.38 -0.01
C 11.977 -36.326 10.746 0.39 0.91 -0.14 0.02
C 16.754 -36.528 10.108 -0.47 -0.45 0.59 0.00
H 15.182 -37.931 12.234 0.09 0.81 -0.16 0.08
H 15.596 -38.999 10.968 0.31 0.07 -0.29 0.10
H 13.977 -38.506 11.112 -0.23 0.26 -0.09 0.09
H 15.490 -37.062 7.882 -0.11 0.81 0.32 0.12
H 15.474 -38.541 8.652 0.05 -0.27 0.13 0.12
H 13.029 -38.600 8.848 -0.08 0.04 -0.07 0.12
H 13.555 -38.008 7.221 -0.40 -0.66 0.06 0.13
H 11.822 -36.792 8.273 -0.58 1.13 0.13 0.14
H 13.142 -35.854 7.575 0.15 0.04 0.04 0.11
H 12.709 -33.644 10.204 -0.29 0.12 0.04 0.06
H 13.592 -33.797 8.736 0.45 -0.62 -0.02 0.08
H 11.911 -34.177 8.696 -0.23 -0.21 0.28 0.09
H 12.395 -36.132 11.733 -0.71 -0.26 0.18 0.05
H 11.036 -35.801 10.579 0.08 0.37 0.30 0.10
H 11.698 -37.366 10.577 0.67 -0.17 0.12 0.09
H 17.369 -37.358 9.758 0.11 0.07 0.00 0.09
H 17.121 -36.216 11.086 -0.19 -0.36 0.26 0.06
H 16.939 -35.649 9.491 -0.45 -0.15 -0.44 0.09
H 15.315 -34.497 11.280 1.11 1.52 -0.23 -0.01
C 16.241 -34.889 14.602 0.45 -1.39 1.10 -0.02
C 15.082 -35.232 15.650 0.09 1.45 -1.71 -0.41
C 14.868 -33.882 16.378 -0.12 0.14 0.08 -0.16
C 13.592 -33.853 17.159 -0.86 -1.27 0.60 -0.18
C 12.347 -34.172 16.305 0.37 1.19 0.15 -0.13
C 12.442 -35.459 15.466 0.74 1.50 -0.71 -0.46
N 13.831 -35.470 14.847 0.34 0.41 1.22 -0.06
O 14.058 -36.558 14.011 -0.51 -0.32 0.42 -0.01
C 12.114 -36.650 16.338 -0.24 -0.97 0.25 -0.03
C 11.484 -35.251 14.253 -0.35 -1.02 0.38 -0.02
C 15.458 -36.397 16.609 -0.06 -0.09 0.30 0.00
H 17.126 -34.675 15.201 0.07 0.21 0.29 0.07
H 16.175 -34.057 13.901 -0.87 0.09 0.18 0.06
H 16.574 -35.768 14.050 -0.39 -0.20 -0.18 0.06
H 15.707 -33.621 17.023 0.20 -0.52 0.19 0.12
H 14.838 -33.014 15.719 0.02 -0.31 -0.78 0.10
H 13.527 -32.925 17.727 -0.37 0.03 -0.10 0.12
H 13.615 -34.670 17.880 0.24 0.05 0.50 0.10
H 12.136 -33.293 15.697 0.19 -0.04 -0.61 0.10
H 11.446 -34.220 16.917 0.08 -0.31 0.27 0.12
H 12.228 -37.574 15.771 -0.14 -0.08 0.02 0.09
H 12.667 -36.778 17.268 0.72 0.41 -0.28 0.08
H 11.114 -36.602 16.771 -0.44 0.15 -0.68 0.09
H 10.466 -35.003 14.554 0.09 0.35 0.43 0.09
H 11.845 -34.482 13.570 0.15 0.01 0.19 0.07
H 11.311 -36.168 13.689 0.42 -0.19 -0.07 0.07
H 16.398 -36.902 16.388 0.18 0.41 -0.24 0.08
H 14.752 -37.224 16.689 -0.33 0.25 -0.57 0.07
H 15.505 -36.040 17.638 0.26 0.24 0.02 0.08
H 13.958 -36.165 13.140 0.22 0.09 -0.72 0.05
C 20.791 -36.465 11.093 1.30 0.02 -0.22 -0.02
C 20.547 -36.319 12.617 -0.98 0.34 0.45 -0.46
C 19.822 -37.581 13.157 1.24 -1.01 -0.74 -0.12
C 20.847 -38.783 13.320 -0.64 2.13 0.34 -0.14
C 22.011 -38.352 14.267 -0.60 -0.16 -1.42 -0.13
C 22.749 -37.047 13.823 0.82 -1.27 -0.27 -0.47
N 21.760 -36.068 13.403 -0.85 -0.46 0.74 -0.12
O 22.345 -34.853 13.012 0.10 0.11 0.18 -0.01
C 23.530 -36.574 15.105 -0.32 0.76 -1.03 -0.03
C 23.814 -37.375 12.692 -0.16 -0.66 0.88 -0.02
C 19.544 -35.133 12.874 0.09 -0.02 0.17 -0.02
H 21.712 -35.960 10.803 -0.02 0.69 0.25 0.07
H 20.028 -36.075 10.420 -0.36 -0.13 0.33 0.07
H 21.086 -37.464 10.772 -0.62 -0.43 0.23 0.07
H 19.209 -37.457 14.050 0.38 0.43 0.26 0.11
H 19.115 -37.783 12.352 -0.21 -0.43 0.01 0.10
H 21.240 -38.970 12.320 0.09 -0.37 0.07 0.09
H 20.310 -39.654 13.697 0.22 -0.10 -0.07 0.10
H 22.729 -39.169 14.200 0.19 0.11 0.50 0.11
H 21.658 -38.236 15.291 -0.06 -0.05 -0.01 0.11
H 24.226 -35.785 14.818 0.09 0.05 0.04 0.07
H 22.846 -36.130 15.828 -0.18 -0.15 0.03 0.07
H 24.110 -37.352 15.600 -0.18 -0.24 -0.28 0.09
H 24.325 -38.302 12.949 0.08 -0.12 0.39 0.07
H 23.403 -37.632 11.716 -0.28 0.59 -0.05 0.07
H 24.625 -36.649 12.637 -0.41 0.34 -0.26 0.08
H 19.648 -34.237 12.261 0.40 -0.11 -0.26 0.06
H 19.567 -34.777 13.904 0.39 -0.19 0.19 0.07
H 18.504 -35.439 12.760 0.01 -0.35 -0.36 0.05
H 22.089 -34.355 13.792 0.37 0.85 -0.05 0.09
C 13.321 -28.557 14.361 -0.67 -0.33 -0.42 0.00
C 14.187 -29.580 13.558 0.92 0.48 1.20 -0.46
C 13.662 -30.959 13.722 -1.77 -1.55 0.04 -0.17
C 12.447 -31.243 12.880 -1.40 0.27 1.30 -0.18
C 12.709 -30.963 11.488 -0.03 -1.15 -2.17 -0.21
C 13.198 -29.617 11.121 1.04 1.00 -0.15 -0.45
N 14.290 -29.272 12.106 -0.86 -3.81 0.50 -0.08
O 14.842 -28.111 11.872 1.26 2.53 -0.38 -0.06
C 13.709 -29.746 9.669 -0.25 -0.03 -0.50 -0.03
C 12.111 -28.498 11.129 0.59 -0.48 0.19 0.02
C 15.548 -29.672 14.307 1.03 0.82 -0.91 -0.03
H 13.239 -28.842 15.410 0.43 -0.16 0.00 0.09
H 12.287 -28.603 14.018 -0.02 0.22 -0.14 0.07
H 13.657 -27.520 14.340 0.21 -0.09 -0.24 0.09
H 14.356 -31.755 13.450 0.60 0.34 0.13 0.10
H 13.332 -31.123 14.747 0.48 0.08 0.28 0.12
H 11.592 -30.627 13.159 -0.23 -0.05 0.60 0.12
H 12.153 -32.289 12.972 -0.10 -0.02 0.24 0.11
H 11.841 -31.118 10.848 -0.24 -0.30 0.06 0.14
H 13.453 -31.698 11.181 0.27 0.08 -0.40 0.08
H 12.831 -30.030 9.088 -0.32 0.05 -0.01 0.09
H 14.094 -28.876 9.136 0.07 0.21 0.59 0.07
H 14.380 -30.582 9.472 0.38 0.08 0.58 0.06
H 11.612 -28.466 12.098 -0.15 0.21 -0.22 0.07
H 12.604 -27.554 10.897 -0.17 0.26 0.13 0.09
H 11.396 -28.632 10.317 -0.02 -0.24 0.17 0.10
H 16.198 -30.419 13.851 -0.22 -0.41 0.00 0.06
H 15.438 -29.881 15.371 -0.43 -0.28 -0.16 0.09
H 16.170 -28.778 14.291 -0.32 0.50 -0.18 0.08
H 14.082 -27.530 11.952 0.11 1.44 -0.20 0.10
C 22.378 -31.950 10.943 1.11 -0.21 0.57 -0.02
C 21.662 -30.761 10.406 -1.22 2.31 0.56 -0.49
C 22.559 -29.893 9.389 -0.47 -1.90 -0.32 -0.07
C 22.526 -30.484 7.941 0.31 0.49 1.34 -0.17
C 21.124 -30.707 7.495 0.09 -0.40 -0.11 -0.16
C 20.266 -31.591 8.429 -0.63 1.97 -0.10 -0.48
N 20.348 -31.054 9.835 -0.42 1.34 -1.77 -0.08
O 19.410 -31.608 10.768 1.43 0.13 -1.27 -0.17
C 18.881 -31.275 7.859 -1.00 -1.07 0.27 -0.05
C 20.647 -33.042 8.296 -0.24 -0.58 0.48 -0.01
C 21.395 -29.744 11.568 0.15 0.08 0.03 -0.05
H 21.828 -32.671 11.546 -0.55 -0.06 -0.39 0.07
H 23.036 -31.514 11.695 0.72 -0.40 -0.22 0.09
H 22.934 -32.451 10.150 0.16 -0.19 0.30 0.09
H 22.261 -28.845 9.421 -0.19 -0.14 -0.13 0.11
H 23.581 -29.967 9.761 0.03 0.16 0.15 0.12
H 23.029 -31.450 7.920 0.37 0.04 0.09 0.11
H 23.023 -29.818 7.235 0.21 -0.03 0.10 0.12
H 21.184 -31.265 6.561 -0.28 0.07 -0.25 0.13
H 20.614 -29.769 7.275 0.06 0.04 0.21 0.12
H 18.786 -31.825 6.923 0.05 0.27 -0.32 0.09
H 18.030 -31.640 8.435 0.07 -0.20 0.48 0.06
H 18.690 -30.215 7.687 0.25 -0.04 0.01 0.07
H 19.997 -33.603 8.967 0.13 -0.40 0.21 0.08
H 20.462 -33.469 7.310 -0.02 0.32 -0.14 0.10
H 21.692 -33.224 8.548 -0.10 -0.05 0.08 0.08
H 22.350 -29.556 12.060 0.03 0.31 -0.02 0.09
H 20.697 -29.989 12.369 -0.02 -0.87 -0.16 0.06
H 20.990 -28.810 11.180 0.26 0.11 -0.28 0.07
H 19.717 -32.517 10.754 -0.56 -0.81 0.70 0.06